No. 1
This record from OMol25 describes a molecular structure, C20H59O10V. The level of theory is ωB97M-V/def2-TZVPD.

Positions of all 90 atoms, in Å:
V -0.766364 -3.454282 -1.470542
O 2.527064 -3.416718 0.818465
H 3.295855 -2.803730 0.899324
H 2.720747 -4.259838 0.384853
H 1.620507 -2.962881 0.573581
C -1.113945 -0.806139 1.497278
C 0.142403 -0.905147 0.629220
C 1.389639 -0.520699 1.422082
O 0.297952 -2.187070 0.052067
H -2.035224 -1.134249 1.020793
H -1.311906 0.232315 1.783012
H -0.967260 -1.327947 2.446376
H 0.004954 -0.220586 -0.225667
H 1.408254 0.569684 1.455545
H 2.274077 -0.861236 0.886117
H 1.368055 -0.883574 2.450115
C 1.358483 -3.194991 -4.468547
C 2.015043 -3.172160 -3.099210
C 2.362682 -1.776172 -2.604934
O 1.212979 -3.894646 -2.198010
H 0.339941 -2.792234 -4.447723
H 1.371313 -4.195063 -4.898791
H 1.880896 -2.580877 -5.215448
H 2.955461 -3.744229 -3.144935
H 1.543620 -1.068202 -2.759668
H 3.279127 -1.371653 -3.037208
H 2.494682 -1.765205 -1.518679
C -5.066548 -1.976241 -0.690706
C -4.130293 -3.131349 -0.429815
O -2.780819 -2.747913 -0.774554
H -4.675463 -1.025416 -0.298035
H -6.029675 -2.110968 -0.200855
H -5.197447 -1.700327 -1.738690
H -4.365006 -3.949586 -1.112413
H -4.254171 -3.527186 0.579179
H -2.589018 -1.898664 -0.354789
C -4.502547 0.198700 2.595453
C -4.645736 1.643033 2.173311
O -3.770585 2.452036 2.945507
H -5.098054 -0.432991 1.929513
H -4.886406 0.060829 3.604574
H -3.466215 -0.114690 2.477046
H -5.679396 2.008412 2.210726
H -4.381186 1.755115 1.109406
H -3.687899 3.295618 2.473273
C 0.268380 1.335800 5.382225
C -0.265934 2.165034 4.225294
O 0.172380 3.526552 4.282955
H 1.286696 0.982370 5.192119
H -0.319809 0.420610 5.473975
H 0.248513 1.922674 6.297631
H -1.344908 2.019830 4.146179
H 0.082698 1.820930 3.244572
H 1.102274 3.476735 4.526816
C -1.281312 0.914280 -3.393830
C -1.838291 -0.278645 -2.621067
O -0.858946 -1.346361 -2.604834
H -0.455241 1.403952 -2.876943
H -2.124306 1.612374 -3.310402
H -1.009020 0.756789 -4.434578
H -2.743496 -0.626567 -3.123753
H -2.060635 0.037709 -1.602196
H -0.289670 -1.261918 -3.376224
C 2.286553 2.153341 -0.666872
C 2.449739 3.568292 -1.144343
O 3.753005 3.735248 -1.712600
H 3.010203 1.870286 0.104844
H 2.555785 1.425602 -1.437647
H 1.274998 1.981812 -0.297105
H 2.221663 4.355630 -0.414431
H 1.711874 3.812651 -1.925595
H 3.693815 4.203866 -2.546872
C 5.880114 -1.213933 -1.425040
C 5.648970 -2.386875 -0.487565
O 4.896699 -1.918660 0.638911
H 6.374957 -1.481195 -2.358697
H 6.547163 -0.465651 -0.981429
H 4.943772 -0.691224 -1.613762
H 6.619022 -2.797672 -0.203172
H 5.103393 -3.158186 -1.029489
H 5.401072 -1.174079 0.983669
C -1.081976 3.424361 1.314626
C -1.894545 4.100878 0.218384
O -3.231449 4.167247 0.695822
H -1.084590 4.010053 2.233386
H -0.024231 3.266068 1.067622
H -1.382008 2.413585 1.602475
H -1.858777 3.507395 -0.698908
H -1.349179 5.033596 0.056451
H -3.497988 5.074531 0.871803

Cartesian forces (eV/Å) of the 2 atoms listed first:
V 3.06 2.34 0.05
O 0.12 -0.21 0.76

E_HOMO (spin up / spin down) = -10.80 / -11.14 eV
multiplicity = 4
charge = +1

Löwdin population analysis, charges in e, atoms 1 to 4: number 1, V, carries 1.126; number 2, O, carries 0.212; number 3, H, carries 0.101; number 4, H, carries 0.158

No. 2
This record from OMol25 describes a molecular structure, C29H32As2MoN5O4S2. The level of theory is ωB97M-V/def2-TZVPD.

Positions of all 75 atoms, in Å:
Mo 0.309107 0.138114 1.132265
N 4.407415 0.609277 1.201030
C 3.181667 1.215963 1.226310
S 2.605910 1.868047 2.684147
N 2.587490 1.455723 0.073231
N 1.274405 1.634177 0.138185
C 0.615351 2.353170 -0.793009
C 1.304122 3.128998 -1.837926
C 2.220745 2.471390 -2.656346
C 2.885617 3.155569 -3.655758
C 2.654126 4.509458 -3.850436
C 1.750941 5.171947 -3.036611
C 1.076013 4.490753 -2.039346
C -0.770491 2.200826 -0.719357
C -1.717491 2.859131 -1.543781
C -3.054170 2.711456 -1.319550
C -3.469040 1.903685 -0.233686
C -2.513034 1.236480 0.486036
N -1.188281 1.292291 0.247119
H 4.758396 0.432028 2.131869
H 4.442263 -0.217415 0.605121
H 2.390332 1.414999 -2.486416
H 3.588776 2.629765 -4.285346
H 3.176280 5.049746 -4.627679
H 1.579013 6.231405 -3.171813
H 0.384738 5.019366 -1.398073
H -1.340978 3.483053 -2.338867
H -3.778854 3.207079 -1.948335
H -4.516425 1.809081 0.014505
H -2.777904 0.622365 1.337243
C -0.742969 -0.518974 -4.286843
As -0.033382 -0.842631 -2.400336
C 1.652604 -1.658634 -3.044981
C -0.871178 -2.601392 -2.041938
C -1.210881 -3.417262 -3.120766
C -1.693564 -4.701880 -2.951960
C -1.803129 -5.222666 -1.674635
C -1.483984 -4.424569 -0.591568
C -1.044188 -3.111058 -0.751593
As -0.832066 -2.073241 0.901684
C -0.631349 -3.312393 2.418209
C -2.845906 -1.993475 1.107149
H -0.402330 -1.234391 -5.035720
H -0.380021 0.469845 -4.587007
H -1.831584 -0.481531 -4.291236
H 1.486067 -2.290924 -3.918305
H 2.067366 -2.253793 -2.233845
H 2.378151 -0.885932 -3.296940
H -1.099770 -3.037063 -4.128372
H -1.966388 -5.296782 -3.816843
H -2.142020 -6.240876 -1.529695
H -1.571020 -4.823761 0.414438
H -1.577450 -3.746513 2.756517
H -0.215039 -2.690520 3.216491
H 0.094946 -4.086723 2.175332
H -3.266613 -3.002736 1.069389
H -3.307928 -1.408678 0.310131
H -3.090604 -1.543841 2.071082
O 3.577939 -1.930348 0.377802
S 2.160058 -1.823622 0.627221
O 1.470363 -3.104069 0.480144
O 1.509399 -0.853909 -0.314196
O 1.856891 -1.251819 1.966235
N -0.336773 0.460808 2.733080
C -0.461924 0.640527 4.044412
C 0.663194 0.469486 4.882023
C 0.596990 0.801549 6.215606
C -0.589911 1.255749 6.777188
C -1.722676 1.360063 5.984619
C -1.669307 1.057822 4.640506
H 1.580629 0.122399 4.427359
H 1.484103 0.729671 6.832099
H -0.625767 1.534369 7.821050
H -2.654036 1.699824 6.422087
H -2.540980 1.175968 4.010196

Cartesian forces (eV/Å) of the 2 atoms listed first:
Mo -2.59 0.46 2.65
N -0.04 -0.11 -0.22

E_HOMO (spin up / spin down) = -4.03 / -4.06 eV
charge = -1

Löwdin population analysis, charges in e, atoms 1 to 4: number 1, Mo, carries 1.332; number 2, N, carries 0.071; number 3, C, carries -0.950; number 4, S, carries 0.614

No. 3
This record from OMol25 describes 7 unconnected molecules or ions with the total composition C7H22O6. The level of theory is ωB97M-V/def2-TZVPD.

Positions of all 35 atoms, in Å:
C 2.946858 -0.066133 -0.681696
C 1.835901 -0.817906 -0.441902
C 1.377950 -1.261183 0.893643
C 0.079097 -1.652273 1.172893
C -0.357270 -2.452599 2.279478
C -0.979131 -1.439408 0.098547
C -2.319983 -1.494424 0.376719
H 3.581432 0.326470 0.090618
H 3.234352 0.022374 -1.742713
H 1.242718 -1.203039 -1.328173
H 1.924066 -1.269081 1.725916
H 0.318141 -2.598976 3.106937
H -1.323178 -2.088673 2.730522
H -0.584928 -3.504741 1.885736
H -0.591258 -1.197006 -0.865346
H -2.695802 -1.755394 1.379993
H -3.070453 -1.243241 -0.405989
O -2.529117 0.335981 -2.860363
H -2.583728 -0.305593 -2.240522
H -2.093898 1.054178 -2.475402
O 0.699651 1.369331 2.988683
H -0.084072 1.832329 2.691466
H 1.252691 1.565707 2.299843
O 1.615706 2.945406 -0.242759
H 2.498590 2.801476 0.037398
H 1.488809 3.904918 -0.440496
O 0.919255 -0.184412 -3.519434
H -0.024354 -0.007117 -3.593930
H 1.056519 -1.033459 -3.773863
O -1.069013 2.114085 -1.205519
H -0.112401 2.321314 -1.571570
H -0.996850 2.196551 -0.272582
O -1.521102 1.367799 1.319654
H -0.984715 0.605740 0.912802
H -2.150482 0.811000 1.671410

Cartesian forces (eV/Å) of the 2 atoms listed first:
C -1.55 -1.59 -1.00
C 0.67 0.30 -0.18

SMILES string = C=C/C=C(/C)C=C.O.O.O.O.O.O
E_HOMO = -8.38 eV
charge = 0

Löwdin population analysis, charges in e, atoms 1 to 4: number 1, C, carries 0.010; number 2, C, carries -0.158; number 3, C, carries -0.037; number 4, C, carries -0.312